{"formula": "C45H38N10O3PtS", "method": "ωB97M-V/def2-TZVPD", "elements": ["Pt", "C", "C", "C", "C", "C", "N", "C", "N", "C", "C", "C", "C", "C", "C", "C", "C", "N", "C", "N", "C", "N", "C", "N", "C", "N", "C", "C", "C", "C", "C", "C", "C", "C", "C", "C", "C", "C", "N", "C", "C", "H", "H", "H", "H", "H", "H", "H", "H", "H", "H", "H", "H", "H", "H", "H", "H", "C", "C", "C", "S", "O", "C", "C", "C", "H", "H", "H", "H", "H", "H", "H", "H", "H", "H", "H", "H", "H", "H", "O", "C", "N", "C", "O", "C", "C", "C", "C", "N", "C", "H", "H", "H", "H", "H", "H", "H", "H"], "positions_angstrom": [[0.21000, -0.02612, -0.05435], [-5.38711, -0.31347, 3.66057], [-5.39477, 1.04739, 3.37245], [-4.33977, 1.65430, 2.68735], [-3.31108, 0.83358, 2.28584], [-2.05214, 1.10781, 1.57648], [-1.41741, -0.03320, 1.24311], [-2.14172, -1.06196, 1.86165], [-1.84395, -2.30502, 1.84752], [-1.18312, -2.74170, -0.56497], [-0.93313, -3.98937, -1.38478], [-1.71028, -5.09495, -1.66351], [-1.14111, -6.10150, -2.43951], [0.15902, -5.99824, -2.93019], [0.92174, -4.86674, -2.67867], [0.34661, -3.87512, -1.90326], [0.86144, -2.55748, -1.52324], [2.04063, -2.13195, -2.04855], [2.45913, -0.93107, -1.89784], [1.87785, 0.10797, -1.15281], [2.67719, 1.17924, -1.24990], [2.53477, 2.38524, -0.70473], [1.50223, 2.69822, 0.02506], [0.45114, 1.90854, 0.40016], [-0.45437, 2.69174, 1.04812], [-1.64211, 2.36243, 1.49132], [0.06114, 4.05804, 1.16264], [-0.46410, 5.19030, 1.74587], [0.30099, 6.35469, 1.65120], [1.53044, 6.36106, 1.00262], [2.05449, 5.20371, 0.42045], [1.29203, 4.06346, 0.52405], [3.82982, 0.88712, -2.10517], [4.88869, 1.67333, -2.50445], [5.82304, 1.07832, -3.35234], [5.68135, -0.24008, -3.77334], [4.60544, -1.02548, -3.35779], [3.69285, -0.42943, -2.51598], [0.03140, -1.92574, -0.74549], [-3.31474, -0.52419, 2.54947], [-4.33495, -1.13270, 3.25096], [-6.21047, -0.74034, 4.21645], [-6.23542, 1.64742, 3.69354], [-4.33011, 2.71565, 2.48124], [-2.73228, -5.19569, -1.32358], [-1.72625, -6.98111, -2.67197], [0.56522, -6.79996, -3.53106], [1.92139, -4.74796, -3.07273], [-1.41629, 5.17621, 2.25755], [-0.06811, 7.27075, 2.09181], [2.09428, 7.28249, 0.95112], [3.01009, 5.20308, -0.08472], [4.98881, 2.69812, -2.17602], [6.67665, 1.65074, -3.68859], [6.42252, -0.66331, -4.43742], [4.49424, -2.05148, -3.67946], [-4.31703, -2.18795, 3.48911], [-6.16920, 2.65364, -1.40054], [-4.78767, 2.05870, -1.64734], [-3.68990, 3.07618, -1.36475], [-2.04435, 2.52600, -1.87442], [-1.97700, 1.05410, -1.57425], [-2.21108, 2.68882, -3.67613], [-1.41064, 3.86132, -4.23814], [0.05504, 3.86937, -3.81084], [-6.94954, 1.92287, -1.60991], [-6.34687, 3.52080, -2.03806], [-6.28323, 2.97400, -0.36272], [-4.71634, 1.69909, -2.67590], [-4.63152, 1.19051, -1.00396], [-3.60336, 3.27168, -0.29287], [-3.86259, 4.03509, -1.86229], [-3.26890, 2.76797, -3.92433], [-1.83537, 1.73328, -4.04655], [-1.88969, 4.80423, -3.96359], [-1.46740, 3.79397, -5.32610], [0.17565, 4.16988, -2.76911], [0.62813, 4.56631, -4.42100], [0.50234, 2.87886, -3.93307], [-8.49065, -2.69036, 0.72644], [-7.99672, -3.87735, 0.21312], [-6.52330, -3.95205, 0.31057], [-5.75849, -2.93203, -0.10255], [-6.20112, -1.90217, -0.59027], [-4.24696, -3.04587, 0.07249], [-3.73332, -3.85656, 1.01603], [-2.34565, -3.95004, 1.39017], [-1.23665, -3.10632, 0.90581], [-2.27866, -1.97055, -1.06779], [-3.51418, -2.11423, -0.82062], [-8.16696, -1.96709, 0.17462], [-8.28773, -4.04867, -0.82716], [-8.38579, -4.68061, 0.83501], [-6.11263, -4.83269, 0.56586], [-4.40441, -4.46514, 1.60815], [-2.08992, -4.63766, 2.18731], [-0.25523, -3.47004, 1.21724], [-4.18096, -1.44518, -1.35674]], "atomic_forces_ev_per_a": [[0.3070, -0.1818, 0.0609], [-0.0112, 0.0073, 0.0143], [-0.0117, -0.0132, -0.0008], [0.0387, -0.0217, 0.0347], [-0.0149, -0.0238, -0.0149], [0.0548, 0.3237, 0.1692], [-0.1734, -0.4580, -0.0226], [-0.3561, 0.4218, -0.0953], [0.0206, -0.7427, 0.3867], [-0.7346, 0.3034, 0.0675], [0.2925, 0.0652, -0.0447], [-0.0423, -0.0761, 0.0402], [0.0303, -0.0023, -0.0174], [-0.0425, 0.0234, -0.0065], [-0.0254, 0.0282, -0.0130], [-0.0283, 0.0167, -0.0241], [-0.1045, -0.1023, -0.1356], [0.0483, 0.0816, 0.1169], [0.0431, -0.0107, 0.0549], [-0.0607, -0.0609, -0.0787], [0.0676, -0.0214, -0.0380], [-0.1539, -0.0596, 0.0810], [0.1210, 0.0880, -0.1287], [-0.1787, -0.0480, 0.2283], [0.1230, 0.0998, -0.2339], [-0.0683, -0.1930, -0.0518], [-0.0482, 0.0201, 0.0465], [0.0315, -0.0184, -0.0308], [0.0082, 0.0051, 0.0132], [-0.0044, 0.0184, 0.0094], [-0.0299, -0.0216, 0.0132], [-0.0075, 0.0270, -0.0212], [-0.0111, -0.0028, 0.0031], [0.0132, -0.0275, -0.0106], [0.0062, -0.0013, 0.0073], [0.0130, 0.0129, 0.0010], [-0.0185, 0.0035, 0.0342], [0.0206, 0.0081, -0.0115], [0.1554, 0.1816, 0.0218], [-0.0834, -0.1055, -0.0409], [0.0361, 0.0351, -0.0260], [-0.0133, -0.0063, -0.0175], [0.0099, 0.0028, 0.0184], [0.0003, 0.0047, 0.0025], [0.0021, 0.0374, 0.0419], [0.0074, -0.0034, -0.0098], [0.0041, -0.0078, 0.0089], [-0.0002, -0.0122, -0.0135], [-0.0202, 0.0051, -0.0263], [0.0072, -0.0004, 0.0056], [-0.0031, 0.0038, -0.0008], [0.0052, -0.0012, -0.0005], [-0.0032, 0.0055, 0.0045], [-0.0068, 0.0036, -0.0167], [0.0085, -0.0054, 0.0085], [-0.0051, -0.0010, -0.0032], [-0.0265, 0.0020, -0.0004], [-0.0216, -0.0169, 0.0228], [0.0039, 0.0483, 0.0351], [0.0187, -0.0150, -0.0287], [-0.0397, 0.0943, 0.0733], [-0.1294, 0.0238, 0.0687], [0.0047, 0.0302, 0.0284], [0.0161, -0.0127, 0.0509], [0.0365, 0.0015, -0.0496], [0.0048, -0.0108, 0.0122], [0.0014, 0.0044, 0.0022], [0.0052, 0.0156, -0.0027], [-0.0034, -0.0069, -0.0008], [0.0155, -0.0332, -0.0535], [-0.0243, 0.0421, -0.0038], [0.0002, -0.0077, -0.0228], [0.0097, -0.0629, -0.0670], [0.0185, 0.0006, 0.0265], [0.0248, 0.0132, -0.0059], [-0.0605, 0.0330, 0.0030], [-0.0088, -0.0298, 0.0122], [-0.0013, 0.0091, 0.0060], [0.0043, 0.0000, -0.0111], [0.0091, -0.0173, 0.1456], [0.0705, -0.0514, 0.0608], [-0.0934, 0.0152, -0.0049], [0.1792, 0.0724, -0.1385], [-0.0940, -0.0427, 0.0750], [-0.0901, -0.2387, -0.0569], [-0.2128, -0.2156, -0.6668], [-0.5068, 1.6661, 1.4316], [1.7159, -0.9887, -1.2307], [-0.0324, 0.0092, -0.1471], [0.0479, -0.0466, 0.0591], [-0.0199, 0.0148, -0.0697], [0.0040, 0.1204, -0.0141], [-0.0266, -0.0511, -0.0911], [0.0115, 0.0053, 0.0207], [0.0348, 0.0294, 0.0799], [-0.0361, 0.0835, 0.0785], [-0.0396, -0.1160, 0.0007], [0.0162, 0.0264, 0.0130]], "homo_energy_ev": -12.936, "e_lumo_ev": -7.44, "homo_lumo_gap_ev": 5.49, "total_charge": 2, "relative_energy_kj_mol": 248.74}